[1]
ORCA calculation (wB97M-V/def2-TZVPD) on the ion C2H6N5 with charge +1 at a distorted geometry.

The value obtained for the largest force on an atom is 3.6 eV/A. The energy relative to the best compared isomer or geometry (same formula, charge and spin) comes out at 107.9 kcal per mole. Its electronic energy is -9610.338 eV. For the HOMO-LUMO gap, the calculation gives 9.38 eV. The total charge is +1. The molar mass is 100.1 g mol⁻¹. Its HOMO energy is -13.8 eV.

```
13
Properties=species:S:1:pos:R:3:forces:R:3
C 0.2538 -0.1171 0.1766 -0.41 1.47 1.39
C -0.2268 0.3896 -1.1165 -0.33 0.06 -2.78
N -2.9502 0.4785 0.7044 -0.68 0.20 -0.44
N 0.0823 0.3699 1.3455 1.21 -2.02 0.20
N -1.9840 0.8168 1.1394 -3.04 -1.00 -1.39
N -0.9901 1.0318 1.7904 2.77 1.67 1.58
N 1.4809 -0.9629 0.1457 0.80 -1.34 0.40
H -1.3391 0.4972 -1.1487 0.98 -0.11 -0.12
H 0.0559 -0.4073 -1.8541 -0.65 0.76 0.15
H 0.2267 1.3878 -1.5810 -0.65 -1.93 1.65
H 1.5349 -2.0493 0.1986 -1.31 1.98 0.30
H 2.0069 -0.6184 0.9951 0.15 -0.26 -1.31
H 1.8488 -0.8165 -0.7954 1.16 0.50 0.37
```
Positions in Å, forces in eV/Å.

Atom charges from the Löwdin analysis, given in e for atoms 1 to 8: number 1, C, carries -0.355; number 2, C, carries -0.034; number 3, N, carries 0.314; number 4, N, carries 0.072; number 5, N, carries -0.168; number 6, N, carries 0.052; number 7, N, carries 0.218; number 8, H, carries 0.075

***

[2]
ORCA calculation (wB97M-V/def2-TZVPD) on an isolated molecule of C4H4BrNO at a distorted geometry.

The value obtained for the largest force on an atom is 2.8 eV/A. The energy relative to the best compared isomer or geometry (same formula, charge and spin) comes out at 122.3 kcal per mole. Its electronic energy is -77787.128 eV. For the HOMO-LUMO gap, the calculation gives 9.03 eV. The total charge is 0. The molar mass is 162.0 g mol⁻¹. Its HOMO energy is -8.5 eV.

```
11
Properties=species:S:1:pos:R:3:forces:R:3
C 0.1936 -2.0471 0.1610 -0.68 -2.28 1.53
C 0.9818 0.0264 -0.7738 1.26 -0.27 1.84
C -1.7088 0.4709 0.7288 1.27 0.05 0.45
C 0.4988 1.0865 0.0826 -0.79 0.28 1.68
N 0.7895 -1.0976 -0.2190 0.12 0.29 -1.65
O -0.9173 0.9566 -0.1662 -1.98 0.33 0.26
Br -3.4026 0.2176 -0.0772 -0.58 0.01 -0.35
H 0.6166 -2.7077 0.9222 -0.12 -0.01 -0.13
H 1.5587 0.0781 -1.6196 1.13 0.39 -1.91
H 0.7221 0.9349 1.1931 -0.41 0.27 -1.47
H 0.6676 2.0814 -0.2320 0.78 0.95 -0.25
```
Positions in Å, forces in eV/Å.

Atom charges from the Löwdin analysis, given in e for atoms 1 to 8: number 1, C, carries 0.102; number 2, C, carries -0.122; number 3, C, carries -0.553; number 4, C, carries -0.159; number 5, N, carries -0.053; number 6, O, carries -0.265; number 7, Br, carries 0.617; number 8, H, carries 0.065

***

[3]
ORCA calculation (wB97M-V/def2-TZVPD) on a structure of composition C38H32CoF2GeN2O2 at a distorted geometry.

The value obtained for the largest force on an atom is 3.6 eV/A. The energy relative to the best compared isomer or geometry (same formula, charge and spin) comes out at 32.8 kcal per mole. Its electronic energy is -146577.833 eV. For the HOMO-LUMO gap (spin up / spin down), the calculation gives 8.65 / 8.54 eV. Its spin multiplicity is 4. The total charge is 0. The molar mass is 718.2 g mol⁻¹. Its HOMO energy (spin up / spin down) is -8.4 / -8.6 eV.

```
78
Properties=species:S:1:pos:R:3:forces:R:3
Co 3.6661 20.4631 11.2937 -0.22 -0.51 0.40
F 8.1731 23.5551 10.8874 -0.50 -0.30 0.37
C 7.1674 23.0032 11.6217 -0.26 0.48 0.57
C 6.3312 22.0619 11.0767 -0.40 -0.22 -0.05
C 5.2928 21.5032 11.8480 0.07 0.43 0.52
C 5.1208 21.9431 13.2051 0.60 -0.82 -0.89
C 5.9905 22.9098 13.6938 -0.62 0.12 0.12
F 5.8160 23.3905 14.9516 0.25 0.04 -0.14
C 6.9591 23.4791 12.9163 1.52 0.37 -0.52
C 4.0903 21.2878 14.0486 -1.14 0.20 -0.94
C 4.0409 21.2779 15.4141 -0.42 -0.36 0.80
C 2.9534 20.6870 16.0802 1.11 0.33 -1.62
C 1.9896 20.0315 15.3642 -1.33 -1.22 0.24
C 2.0876 20.0400 13.9524 -0.14 -0.19 1.23
N 3.0581 20.6959 13.3573 1.23 0.18 -0.86
H 6.4807 21.8239 10.0267 -0.08 -0.23 0.13
H 7.6527 24.2384 13.2750 -0.37 -0.12 0.20
H 4.8361 21.6524 16.0243 0.26 0.36 -0.03
H 3.0054 20.7504 17.1246 -0.40 -0.24 1.38
H 1.2095 19.4253 15.9202 0.85 0.96 -1.05
H 1.4124 19.4818 13.3032 -0.02 0.16 0.20
C 0.1700 22.7270 6.5974 -0.95 -1.02 -0.20
C 1.0199 22.3409 7.7550 0.18 -0.89 1.46
C 0.6826 22.5796 9.0903 -0.93 0.34 -0.13
C 1.4999 22.1095 10.1046 1.10 0.05 0.03
N 2.6117 21.4070 9.8475 -0.33 0.15 -0.01
C 2.9511 21.1275 8.5728 -2.16 1.61 1.95
C 2.2184 21.6284 7.5629 -0.74 0.08 -3.26
H 0.7115 23.5327 6.1752 0.00 1.15 -0.93
H -0.9005 22.9641 6.7938 1.00 0.20 0.32
H 0.1147 21.9187 5.8456 0.34 0.28 0.33
H -0.2585 23.0938 9.3621 0.68 -0.30 -0.27
H 1.3437 22.3199 11.1706 -0.27 -0.11 -0.54
H 3.6941 20.4446 8.4304 2.19 -1.50 -0.37
H 2.5190 21.3703 6.5040 -0.37 0.32 1.29
O 1.4955 17.4225 11.6198 -0.29 -0.50 0.57
C 2.6508 17.7317 11.3974 -0.68 1.05 -1.34
O 2.8994 18.7994 10.6504 0.90 -0.46 0.77
C 3.8059 16.9115 11.8927 0.29 -0.70 0.53
C 4.6974 16.2809 10.7995 -0.12 0.95 -0.19
Ge 4.2703 14.5032 10.0796 -0.43 -0.38 1.20
C 4.0141 13.3592 11.6953 0.99 0.63 0.19
C 2.7864 12.7888 11.9059 -0.54 -1.70 0.42
C 2.5255 12.0312 13.0560 1.62 0.65 0.64
C 3.5223 11.9276 14.0375 -0.34 -0.04 0.63
C 4.7919 12.4553 13.8369 -0.10 0.94 -1.14
C 5.0358 13.1919 12.6762 -1.52 -0.07 -0.85
C 2.6929 14.3897 8.9216 0.14 0.11 -0.12
C 2.8744 13.8217 7.6396 -2.64 1.33 0.74
C 1.8003 13.8693 6.7301 0.86 -0.35 -0.92
C 0.5685 14.3572 7.1358 -0.70 0.18 0.04
C 0.3687 14.8554 8.4203 0.62 -0.20 1.03
C 1.4537 14.9339 9.3318 0.04 -0.46 -1.50
C 5.8876 13.8228 9.2555 0.20 1.92 -0.08
C 6.9490 14.7049 8.9839 -0.51 0.98 0.26
C 8.1013 14.2886 8.4018 1.07 -2.06 -0.71
C 8.2462 12.9473 7.9701 -2.07 0.40 0.17
C 7.1238 12.0763 8.0780 1.42 1.64 1.33
C 6.0254 12.5458 8.8356 -0.44 -3.41 -1.12
H 3.4123 16.1260 12.5331 -0.29 -0.15 -0.02
H 4.3625 17.5334 12.6079 0.32 0.13 -0.45
H 5.6877 16.1160 11.2022 0.38 0.00 0.26
H 4.8297 17.0261 10.0047 -0.01 -0.20 -0.03
H 2.0581 12.7379 11.1149 -0.34 0.47 -0.15
H 1.5999 11.5478 13.2348 -0.86 -0.23 -0.04
H 3.3280 11.5212 15.0467 -0.13 -0.20 -0.86
H 5.5741 12.3778 14.5650 0.15 -0.16 0.40
H 5.9556 13.6897 12.4531 0.73 -0.01 0.29
H 3.8079 13.4261 7.4007 1.36 -0.61 -0.64
H 1.9359 13.5613 5.6542 -0.11 0.15 1.36
H -0.2948 14.3743 6.4544 0.55 -0.13 0.19
H -0.6412 15.1119 8.7532 0.41 0.25 -0.21
H 1.3679 15.4514 10.2838 -0.19 -0.23 -0.04
H 6.9177 15.7748 9.1934 -0.43 -0.25 0.30
H 8.9733 14.9057 8.2506 -0.14 0.47 0.10
H 9.1881 12.7385 7.5174 0.34 -0.76 -0.37
H 7.1431 11.0375 7.8005 0.16 -0.13 -0.28
H 5.2596 11.7317 9.0291 0.59 1.35 -0.08
```
Positions in Å, forces in eV/Å.

Atom charges from the Löwdin analysis, given in e for atoms 1 to 8: number 1, Co, carries 0.754; number 2, F, carries 0.049; number 3, C, carries -0.271; number 4, C, carries -0.062; number 5, C, carries -0.122; number 6, C, carries -0.138; number 7, C, carries -0.230; number 8, F, carries 0.054

***

[4]
ORCA calculation (wB97M-V/def2-TZVPD) on a cluster of 2 separate species, C12H17N in total at a distorted geometry.

The value obtained for the largest force on an atom is 2.8 eV/A. The energy relative to the best compared isomer or geometry (same formula, charge and spin) comes out at 32.3 kcal per mole. Its electronic energy is -14208.935 eV. For the HOMO-LUMO gap, the calculation gives 9.07 eV. Its SMILES is Cc1c[nH]c2ccccc12.CCC. The total charge is 0. The molar mass is 175.3 g mol⁻¹. Its HOMO energy is -8.2 eV.

```
30
Properties=species:S:1:pos:R:3:forces:R:3
C 2.5841 -0.6755 1.9289 0.08 0.31 -0.34
C 0.7471 -1.4033 -1.2194 0.59 0.00 -0.74
C 1.7024 -0.6357 -0.5365 -0.63 -0.05 0.10
C 1.9034 -1.2789 0.7477 0.66 -0.62 0.38
C 1.2488 -2.4616 0.7348 -1.59 0.29 -2.23
C 0.2464 -0.9420 -2.4372 0.10 0.09 0.40
C 0.5963 0.3495 -2.8179 -0.77 0.63 -0.61
C 2.1552 0.5749 -1.0563 0.48 0.48 0.42
C 1.5580 1.1292 -2.1850 -0.30 -1.28 1.06
N 0.5182 -2.6061 -0.5325 0.74 0.96 0.97
H -0.4612 -2.7578 -0.3419 -0.20 -0.50 -0.27
H -0.3909 -1.5590 -3.0506 -0.34 0.08 0.02
H 0.9828 -3.2770 1.3815 0.59 0.24 0.80
H 0.0257 0.8934 -3.5733 0.18 -0.68 -0.32
H 2.9605 1.0729 -0.5203 -0.21 0.22 -0.07
H 2.0479 0.2434 2.1851 -0.23 -0.22 0.36
H 3.5937 -0.2968 1.7365 0.09 -0.53 -0.04
H 1.6925 2.1422 -2.5076 0.46 0.23 -0.08
H 2.5589 -1.4116 2.7316 0.23 0.39 0.23
C -2.8494 1.0739 1.2210 1.18 -0.54 0.75
C -2.9758 1.7413 -0.1342 -1.73 1.21 0.48
C -1.3756 0.6248 1.5553 -1.11 0.89 -1.93
H -3.1977 1.7058 2.0222 -0.05 0.74 0.11
H -3.5008 0.2041 1.3846 0.15 -0.01 -0.67
H -2.9960 2.8374 -0.0200 0.81 -0.18 0.09
H -1.0694 1.0133 2.5063 0.27 -0.69 0.69
H -1.3996 -0.4209 1.3185 0.62 -0.87 1.00
H -4.0239 1.6510 -0.4569 0.40 -0.65 -0.62
H -2.2271 1.4762 -0.8736 -0.20 -0.30 -0.10
H -0.6546 0.9927 0.8092 -0.27 0.36 0.16
```
Positions in Å, forces in eV/Å.

Atom charges from the Löwdin analysis, given in e for atoms 1 to 8: number 1, C, carries -0.045; number 2, C, carries -0.236; number 3, C, carries -0.155; number 4, C, carries -0.248; number 5, C, carries -0.030; number 6, C, carries -0.017; number 7, C, carries -0.113; number 8, C, carries -0.027